Arrangement a

{"formula": "C3H6N2OS", "method": "ωB97M-V/def2-TZVPD", "species": ["C", "C", "N", "O", "H", "H", "H", "H", "H", "N", "C", "S", "H"], "coordinates": [[0.988, -1.411, -1.098], [0.701, -0.387, -0.033], [0.981, 0.899, -0.575], [0.226, -0.568, 1.064], [2.060, -1.421, -1.284], [0.911, -2.376, -0.694], [0.272, -1.240, -1.804], [1.121, 1.644, 0.078], [0.804, 1.099, -1.507], [-2.102, 0.269, 1.931], [-2.093, 1.164, 1.131], [-2.151, 2.187, -0.043], [-1.718, 0.141, 2.836]], "homo_energy_ev": -9.069, "charge": 0, "smiles": "CC(N)=O.N=C=S", "homo_lumo_gap_ha": 0.3611, "multiplicity": 1}



Arrangement b

{"formula": "C3H6N2OS", "method": "ωB97M-V/def2-TZVPD", "species": ["S", "N", "C", "N", "C", "C", "O", "H", "H", "H", "H", "H", "H"], "coordinates": [[1.687, -0.674, -2.482], [0.918, -1.360, -1.132], [0.065, -0.551, -0.398], [-0.008, 0.696, -0.642], [-0.778, 1.262, 0.442], [-0.912, 0.276, 1.441], [-0.438, -1.001, 0.794], [2.757, -0.115, -1.997], [0.846, -2.468, -1.094], [-0.295, 2.208, 0.672], [-1.758, 1.430, 0.115], [-0.242, 0.282, 2.321], [-1.842, 0.013, 1.960]], "homo_energy_ev": -8.772, "charge": 0, "smiles": "SNC1=NCCO1", "homo_lumo_gap_ha": 0.3501, "multiplicity": 1}



Arrangement c

{"formula": "C3H6N2OS", "method": "ωB97M-V/def2-TZVPD", "species": ["C", "N", "N", "C", "O", "S", "C", "H", "H", "H", "H", "H", "H"], "coordinates": [[3.273, -0.111, -0.044], [1.991, -0.191, -0.316], [0.995, -0.521, 0.490], [-0.416, -0.285, 0.322], [-1.109, -0.781, 1.139], [-1.085, 0.570, -1.114], [-2.774, 0.602, -0.567], [3.700, -0.349, 1.044], [4.012, 0.484, -0.748], [0.976, -1.350, 1.171], [-3.426, 1.265, -1.304], [-3.364, -0.305, -0.609], [-2.774, 0.972, 0.536]], "homo_energy_ev": -9.144, "charge": 0, "smiles": "C=NNC(=O)SC", "homo_lumo_gap_ha": 0.3634, "multiplicity": 1}



Arrangement d

{"formula": "C3H6N2OS", "method": "ωB97M-V/def2-TZVPD", "species": ["C", "N", "C", "O", "N", "C", "S", "H", "H", "H", "H", "H", "H"], "coordinates": [[-1.262, -0.274, 1.088], [-0.235, -0.146, 0.095], [1.020, -0.817, 0.204], [1.890, -0.098, -0.836], [1.081, 0.965, -1.299], [-0.190, 0.861, -0.817], [-1.431, 1.836, -1.239], [-1.007, 0.267, 2.005], [-2.174, 0.155, 0.677], [-1.420, -1.326, 1.320], [1.493, -0.710, 1.187], [0.985, -1.868, -0.105], [1.249, 1.155, -2.278]], "homo_energy_ev": -8.539, "charge": 0, "smiles": "CN1CONC1=S", "homo_lumo_gap_ha": 0.3390, "multiplicity": 1}



Which structure loses on stability? arrangement c does.



Arrangement a

{"formula": "C3H6N2OS", "method": "ωB97M-V/def2-TZVPD", "species": ["C", "C", "O", "S", "C", "N", "N", "H", "H", "H", "H", "H", "H"], "coordinates": [[1.905, 0.651, -1.661], [0.979, 0.281, -0.507], [1.256, 0.516, 0.700], [-0.451, -0.624, -1.053], [-0.980, -1.158, 0.691], [-1.290, -0.394, 1.658], [-1.270, 1.060, 1.434], [2.210, 1.838, -1.679], [2.848, -0.124, -1.427], [1.526, 0.280, -2.803], [-1.119, -2.207, 0.896], [-0.387, 1.428, 1.032], [-1.407, 1.336, 2.439]], "homo_energy_ev": -9.351, "charge": 0, "smiles": "CC(=O)S/C=N\\N", "homo_lumo_gap_ha": 0.3617, "multiplicity": 1}



Arrangement b

{"formula": "C3H6N2OS", "method": "ωB97M-V/def2-TZVPD", "species": ["H", "N", "C", "N", "O", "C", "C", "S", "H", "H", "H", "H", "H"], "coordinates": [[-3.447, 0.512, 0.374], [-3.057, -0.392, 0.065], [-1.750, -0.274, -0.165], [-1.187, 0.959, -0.128], [0.300, 0.992, -0.146], [0.773, -0.269, 0.454], [2.163, -0.343, -0.162], [-0.601, -1.577, -0.168], [-1.470, 1.772, -0.760], [0.507, -0.135, 1.595], [2.240, -0.903, -1.254], [2.656, 0.672, -0.253], [2.871, -1.014, 0.549]], "homo_energy_ev": -8.912, "charge": 0, "smiles": "[H]/N=C1\\NO[C@H](C)S1", "homo_lumo_gap_ha": 0.3501, "multiplicity": 1}



Which structure loses on stability? arrangement b does.



Arrangement a

{"formula": "C6H11NS", "method": "ωB97M-V/def2-TZVPD", "species": ["C", "S", "C", "C", "N", "H", "H", "H", "H", "H", "C", "C", "C", "H", "H", "H", "H", "H", "H"], "coordinates": [[0.285, 0.332, 3.295], [1.376, 1.455, 2.380], [1.321, 0.828, 0.598], [1.196, 1.672, -0.364], [1.190, 2.592, -1.184], [0.988, -0.454, 3.592], [-0.558, -0.024, 2.585], [-0.100, 0.914, 4.146], [1.735, -0.203, 0.481], [0.530, 2.993, -1.838], [0.798, -0.693, -2.088], [-0.068, -0.894, -1.192], [-1.511, -0.466, -1.254], [0.728, 0.096, -2.842], [1.766, -1.246, -2.167], [0.015, -1.890, -0.621], [-1.679, 0.259, -0.323], [-2.206, -1.293, -1.377], [-1.699, 0.156, -2.099]], "homo_energy_ev": -8.135, "charge": 0, "smiles": "CSC=C=N.C=CC", "homo_lumo_gap_ha": 0.3276, "multiplicity": 1}



Arrangement b

{"formula": "C6H11NS", "method": "ωB97M-V/def2-TZVPD", "species": ["C", "C", "S", "N", "C", "C", "C", "C", "H", "H", "H", "H", "H", "H", "H", "H", "H", "H", "H"], "coordinates": [[-1.806, 1.738, 1.827], [-0.932, 1.391, 0.537], [-1.599, 1.801, -0.983], [0.231, 0.781, 0.925], [1.130, 0.231, 0.026], [0.800, -0.870, -0.623], [1.933, -1.413, -1.563], [-0.560, -1.532, -0.614], [-2.212, 2.751, 1.581], [-2.764, 1.005, 1.919], [-1.344, 1.569, 2.834], [0.728, 1.076, 1.751], [2.045, 0.805, -0.117], [2.562, -2.400, -1.233], [2.830, -0.773, -1.809], [1.447, -1.444, -2.610], [-0.398, -2.580, -0.871], [-1.192, -0.804, -1.433], [-0.896, -1.332, 0.458]], "homo_energy_ev": -8.368, "charge": 0, "smiles": "CC(=S)NC=C(C)C", "homo_lumo_gap_ha": 0.3280, "multiplicity": 1}



Which structure loses on stability? arrangement a does.



Arrangement a

{"formula": "C6H11NS", "method": "ωB97M-V/def2-TZVPD", "species": ["C", "N", "C", "C", "C", "S", "C", "C", "H", "H", "H", "H", "H", "H", "H", "H", "H", "H", "H"], "coordinates": [[2.147, -1.017, -0.095], [0.871, -0.561, -0.599], [0.488, 0.772, -0.037], [-0.538, 0.779, 1.042], [-1.257, -0.514, 1.330], [-2.282, -1.012, -0.212], [-1.586, 0.260, -1.233], [-0.839, 1.293, -0.372], [2.746, -1.653, -0.975], [2.751, -0.158, 0.162], [2.087, -1.787, 0.865], [1.235, -0.365, -1.510], [1.423, 1.515, 0.040], [-0.340, 1.497, 1.877], [-1.898, -0.534, 2.195], [-0.469, -1.334, 1.637], [-2.608, 0.558, -1.665], [-0.988, -0.150, -2.002], [-0.942, 2.411, -0.448]], "homo_energy_ev": -8.109, "charge": 0, "smiles": "CN[C@@H]1[C@@H]2CSC[C@@H]21", "homo_lumo_gap_ha": 0.3315, "multiplicity": 1}



Arrangement b

{"formula": "C6H11NS", "method": "ωB97M-V/def2-TZVPD", "species": ["C", "C", "C", "C", "N", "C", "S", "C", "H", "H", "H", "H", "H", "H", "H", "H", "H", "H", "H"], "coordinates": [[2.674, 0.630, 0.161], [1.215, 0.642, 0.051], [0.344, -0.383, 0.190], [0.808, -1.863, 0.405], [-1.047, -0.022, 0.259], [-1.966, -0.698, -0.250], [-3.611, -0.270, -0.174], [-3.614, 1.251, 0.822], [3.231, -0.313, -0.179], [3.010, 0.662, 1.302], [3.197, 1.385, -0.373], [0.794, 1.672, 0.054], [-0.102, -2.368, 0.175], [1.054, -1.964, 1.517], [1.509, -2.121, -0.409], [-2.061, -1.769, -0.784], [-4.669, 1.492, 0.771], [-3.061, 1.886, 0.236], [-3.254, 1.370, 1.919]], "homo_energy_ev": -8.088, "charge": 0, "smiles": "C/C=C(C)/N=C/SC", "homo_lumo_gap_ha": 0.3316, "multiplicity": 1}



Arrangement c

{"formula": "C6H11NS", "method": "ωB97M-V/def2-TZVPD", "species": ["C", "C", "C", "C", "N", "C", "S", "C", "H", "H", "H", "H", "H", "H", "H", "H", "H", "H", "H"], "coordinates": [[-1.165, -1.370, -1.435], [-0.884, -1.317, -0.119], [0.294, -0.289, 0.697], [0.908, -0.972, 2.021], [1.414, -0.291, -0.218], [2.243, 0.588, -0.525], [-0.393, 1.457, 1.154], [-1.048, 2.002, -0.426], [-1.918, -1.960, -1.917], [-0.668, -0.709, -2.113], [-1.520, -1.896, 0.532], [1.465, -0.149, 2.497], [1.644, -1.778, 1.797], [0.100, -1.595, 2.550], [3.080, 0.223, -1.082], [2.124, 1.653, -0.181], [-1.525, 3.077, -0.319], [-1.719, 1.282, -0.945], [-0.279, 2.446, -1.206]], "homo_energy_ev": -8.706, "charge": 0, "smiles": "C=C[C@@](C)(N=C)SC", "homo_lumo_gap_ha": 0.3518, "multiplicity": 1}



Which structure loses on stability? arrangement c does.